Formula: C3H11NOS2
Source: OMol25
Level of theory: wB97M-V/def2-TZVPD

```
18
C3H11NOS2, DFT wB97M-V/def2-TZVPD
C 2.15 1.56 -1.40
N 1.15 2.17 -0.48
C 0.03 1.26 -0.18
C 0.37 0.27 0.94
S 0.96 -1.37 0.53
S -0.64 -2.59 0.93
H 3.10 1.62 -0.87
H 2.01 0.50 -1.61
H 2.27 2.08 -2.35
H 0.79 2.96 -1.00
H -0.18 0.70 -1.10
H -0.86 1.83 0.04
H 1.14 0.67 1.61
H -0.53 0.26 1.55
H -0.47 -2.83 2.24
O -4.03 -3.02 0.73
H -3.08 -3.21 0.66
H -4.19 -2.86 -0.21
```

SMILES ... CNCCSS.O
Relative energy (zero: lowest compared OMol25 entry of this formula, charge and spin) ... 82.9 kJ/mol

Results of the Löwdin charge analysis, in e, for atoms 1 through 4:
1 C -0.129
2 N -0.129
3 C -0.301
4 C -0.566

Formula: C3H11NOS2
Source: OMol25
Level of theory: wB97M-V/def2-TZVPD

```
18
C3H11NOS2, DFT wB97M-V/def2-TZVPD
N 1.22 -1.53 -0.89
C 0.17 -0.76 -0.28
C 0.46 0.75 -0.40
C -0.40 1.65 0.54
S 0.07 3.36 0.25
S -1.57 4.45 0.08
H 1.67 -1.13 -1.69
H 1.83 -1.99 -0.23
H 0.00 -0.99 0.76
H -0.84 -0.81 -0.74
H 0.23 1.07 -1.44
H 1.51 1.05 -0.37
H -0.31 1.48 1.63
H -1.46 1.52 0.33
H -2.20 4.19 1.24
O -0.52 -4.04 0.51
H -0.02 -3.76 -0.28
H 0.16 -4.52 0.99
```

SMILES ... NCCCSS.O
Relative energy (zero: lowest compared OMol25 entry of this formula, charge and spin) ... 63.6 kJ/mol

Results of the Löwdin charge analysis, in e, for atoms 1 through 4:
1 N -0.003
2 C -0.305
3 C -0.291
4 C -0.555

Formula: C3H11NP
Source: OMol25
Level of theory: wB97M-V/def2-TZVPD

```
16
C3H11NP, DFT wB97M-V/def2-TZVPD
C -0.50 -1.13 0.95
C -0.67 -0.20 -1.37
C -0.38 1.18 0.68
N -0.38 -0.19 0.14
P 2.67 -0.45 -0.39
H -0.46 -2.11 0.60
H 3.54 -0.16 -1.45
H -0.60 -0.94 2.05
H -1.57 -0.67 -1.52
H -0.64 0.85 -1.84
H 0.12 -0.76 -1.72
H -0.42 1.05 1.75
H 0.51 1.73 0.30
H -1.30 1.67 0.24
H 1.58 0.43 -0.96
H 3.02 0.84 0.00
```

Relative energy (zero: lowest compared OMol25 entry of this formula, charge and spin) ... 429.5 kJ/mol
Charge ... +1

Results of the Löwdin charge analysis, in e, for atoms 1 through 4:
1 C 0.135
2 C 0.024
3 C -0.013
4 N -0.239

Formula: C3H11NS
Source: OMol25
Level of theory: wB97M-V/def2-TZVPD

```
16
C3H11NS, DFT wB97M-V/def2-TZVPD
C 0.07 -0.37 -1.32
C -0.99 -0.99 -0.42
N -0.52 -2.28 0.11
C -1.12 -2.62 1.39
H -0.34 0.46 -1.88
H 0.43 -1.09 -2.05
H 0.92 -0.09 -0.69
H -1.89 -1.22 -0.97
H -1.17 -0.30 0.42
H 0.49 -2.28 0.22
H -0.82 -3.62 1.69
H -0.83 -1.93 2.20
H -2.21 -2.56 1.31
S 1.22 2.92 -0.04
H 0.43 3.83 0.56
H 1.58 2.28 1.08
```

SMILES ... CCNC.S
Relative energy (zero: lowest compared OMol25 entry of this formula, charge and spin) ... 56.8 kJ/mol

Results of the Löwdin charge analysis, in e, for atoms 1 through 4:
1 C -0.123
2 C -0.307
3 N -0.154
4 C -0.155

Formula: C3H11O
Source: OMol25
Level of theory: wB97M-V/def2-TZVPD

```
15
C3H11O, DFT wB97M-V/def2-TZVPD
O -1.94 -1.98 1.74
H -2.42 -2.77 1.37
H -2.16 -1.79 2.65
H -0.06 -4.01 -1.87
C 0.33 0.96 1.03
C 0.46 0.99 -0.44
C 1.00 2.24 -1.00
H 0.68 -3.96 -1.79
H 0.43 1.75 1.78
H 0.26 -0.11 1.55
H -0.63 0.72 -0.67
H 0.66 0.04 -0.85
H 1.64 2.09 -1.79
H 0.26 2.97 -1.52
H 1.48 2.88 -0.18
```

2S+1 ... 2
Relative energy (zero: lowest compared OMol25 entry of this formula, charge and spin) ... 34.9 kJ/mol

Results of the Löwdin charge analysis, in e, for atoms 1 through 4:
1 O -0.091
2 H 0.060
3 H 0.029
4 H 0.000

Formula: C3H11O3
Source: OMol25
Level of theory: wB97M-V/def2-TZVPD

```
17
C3H11O3, DFT wB97M-V/def2-TZVPD
C -0.52 0.04 -0.30
O 0.48 0.79 0.29
C -0.07 -1.45 -0.46
C -1.22 -2.37 -0.83
H -0.81 0.38 -1.32
H -1.38 0.06 0.39
H 0.50 -1.87 0.38
H 0.67 -1.55 -1.27
H -0.78 -3.23 -1.39
H -1.85 -1.91 -1.62
H -1.90 -2.61 0.00
H 2.66 2.05 -1.09
H 1.14 1.59 -0.81
O 1.79 2.02 -1.50
H -1.43 0.90 2.55
H 0.09 0.84 1.88
O -0.49 0.66 2.69
```

Relative energy (zero: lowest compared OMol25 entry of this formula, charge and spin) ... 41.6 kJ/mol
Charge ... -1

Results of the Löwdin charge analysis, in e, for atoms 1 through 4:
1 C -0.393
2 O -0.344
3 C -0.266
4 C -0.164

Formula: C3H11O3S2
Source: OMol25
Level of theory: wB97M-V/def2-TZVPD

```
19
C3H11O3S2, DFT wB97M-V/def2-TZVPD
C 1.29 0.88 1.60
C 1.51 -0.50 1.00
O 2.69 -0.52 0.18
C 0.40 1.75 0.73
S -1.31 1.23 0.47
S -1.22 -0.26 -0.96
H 0.87 0.80 2.61
H 2.26 1.38 1.62
H 0.65 -0.80 0.37
H 1.66 -1.24 1.77
H 0.31 2.76 1.17
H 0.90 1.89 -0.23
H 1.49 0.49 -2.75
H 1.00 -0.88 -2.54
H 2.40 -0.54 -0.74
O 1.83 -0.41 -2.71
H -2.15 -2.15 0.13
H -3.11 -1.97 1.27
O -2.60 -2.66 0.83
```

Relative energy (zero: lowest compared OMol25 entry of this formula, charge and spin) ... 36.7 kJ/mol
Charge ... -1

Results of the Löwdin charge analysis, in e, for atoms 1 through 4:
1 C -0.266
2 C -0.297
3 O -0.102
4 C -0.638

Formula: C3H12BaFO3V
Source: OMol25
Level of theory: wB97M-V/def2-TZVPD

```
21
C3H12BaFO3V, DFT wB97M-V/def2-TZVPD
Ba 0.08 3.59 0.22
V -0.56 -1.18 0.63
F 0.15 0.77 0.45
C 1.63 1.71 -2.29
O 0.62 2.68 -2.26
H 2.42 1.87 -1.56
H 1.31 0.72 -1.96
H 2.00 1.70 -3.32
H 0.31 2.79 -3.16
C 2.23 -1.24 2.31
O 1.36 -1.94 1.41
H 3.20 -1.02 1.87
H 1.75 -0.30 2.59
H 2.46 -1.81 3.21
H 1.73 -2.79 1.18
C -3.64 -1.18 0.19
O -2.51 -0.45 0.16
H -4.54 -0.57 0.35
H -3.64 -1.82 -0.68
H -3.62 -1.92 0.99
H -2.73 0.36 -0.31
```

2S+1 ... 5
Relative energy (zero: lowest compared OMol25 entry of this formula, charge and spin) ... 0.0 kJ/mol
Charge ... +4

Results of the Löwdin charge analysis, in e, for atoms 1 through 4:
1 Ba 2.075
2 V 1.350
3 F -0.658
4 C 0.000

Formula: C3H12ClO3V
Source: OMol25
Level of theory: wB97M-V/def2-TZVPD

```
20
C3H12ClO3V, DFT wB97M-V/def2-TZVPD
V -0.66 2.01 -1.84
Cl -0.32 0.30 -1.08
C 0.15 0.96 1.67
O 0.44 -0.38 1.26
H 0.93 1.65 1.36
H -0.81 1.32 1.29
H 0.01 0.93 2.75
H 0.03 -0.55 0.41
C -2.42 -1.52 -0.13
O -1.03 -1.79 -0.17
H -2.65 -0.60 0.40
H -2.83 -1.52 -1.14
H -2.92 -2.40 0.29
H -0.68 -0.96 -0.49
C 2.34 0.68 -0.62
O 2.00 -0.62 -1.14
H 3.40 0.77 -0.39
H 2.13 1.43 -1.39
H 1.84 0.91 0.31
H 1.06 -0.64 -1.34
```

2S+1 ... 4
Relative energy (zero: lowest compared OMol25 entry of this formula, charge and spin) ... 394.3 kJ/mol
Charge ... +1

Results of the Löwdin charge analysis, in e, for atoms 1 through 4:
1 V 0.976
2 Cl 0.726
3 C -0.160
4 O -0.154

Formula: C3H12CsO3
Source: OMol25
Level of theory: wB97M-V/def2-TZVPD

```
19
C3H12CsO3, DFT wB97M-V/def2-TZVPD
Cs 16.71 -16.85 -7.86
C 12.81 -18.36 -7.30
O 13.52 -17.35 -7.96
H 13.52 -19.17 -7.12
H 12.46 -18.01 -6.34
H 11.97 -18.73 -7.90
H 14.00 -17.81 -8.65
C 15.40 -12.84 -8.52
O 15.22 -14.22 -8.83
H 15.51 -12.31 -9.47
H 14.61 -12.47 -7.86
H 16.35 -12.66 -8.02
H 15.98 -14.47 -9.36
C 19.40 -20.04 -8.18
O 18.60 -18.94 -8.70
H 19.82 -19.82 -7.20
H 18.76 -20.92 -8.09
H 20.18 -20.32 -8.89
H 17.96 -19.33 -9.31
```

2S+1 ... 2
E_tot ... -9975.2216 eV
Charge ... +2

Results of the Löwdin charge analysis, in e, for atoms 1 through 4:
1 Cs 1.238
2 C -0.136
3 O -0.213
4 H 0.085

Formula: C3H12MnO11S2
Source: OMol25
Level of theory: wB97M-V/def2-TZVPD

```
29
C3H12MnO11S2, DFT wB97M-V/def2-TZVPD
Mn -0.54 -0.19 -0.08
S -2.23 1.42 1.21
O -3.51 1.01 1.63
O -1.77 2.75 1.67
O -1.20 0.48 1.68
O -1.87 1.24 -0.19
S 1.42 0.99 -1.37
O 0.96 1.12 -0.03
O 2.79 0.52 -1.35
O 0.49 -0.04 -1.84
O 1.26 2.21 -2.15
C 0.67 -3.17 0.82
O 0.71 -1.70 0.75
H 1.22 -3.63 0.00
H 1.15 -3.55 1.72
H -0.37 -3.50 0.71
H 1.44 -1.46 1.32
C 2.27 3.44 1.11
O 0.82 3.21 1.29
H 2.50 3.79 0.11
H 2.53 4.18 1.88
H 2.84 2.55 1.35
H 0.62 2.36 0.88
C -1.89 -2.41 -2.18
O -1.84 -1.89 -0.84
H -2.48 -1.80 -2.87
H -0.89 -2.60 -2.57
H -2.34 -3.39 -2.05
H -2.76 -1.96 -0.57
```

2S+1 ... 7
E_tot ... -78818.3885 eV
Charge ... -1

Results of the Löwdin charge analysis, in e, for atoms 1 through 4:
1 Mn 0.782
2 S 0.294
3 O -0.215
4 O -0.073

Formula: C3H12N2
Source: OMol25
Level of theory: wB97M-V/def2-TZVPD

```
17
C3H12N2, DFT wB97M-V/def2-TZVPD
C 1.59 -0.09 -0.75
C 1.96 -1.05 0.37
N 1.93 -0.39 1.69
H 0.71 0.45 -0.55
H 1.43 -0.69 -1.65
H 2.43 0.59 -0.86
H 2.93 -1.50 0.15
H 1.30 -1.92 0.36
H 2.89 -0.23 1.97
H 1.53 -1.00 2.39
C -2.51 0.06 -0.67
N -2.86 1.51 -0.54
H -3.00 -0.38 0.19
H -2.67 -0.28 -1.69
H -1.46 0.06 -0.37
H -3.84 1.70 -0.62
H -2.25 2.04 -1.13
```

SMILES ... CCN.CN
Relative energy (zero: lowest compared OMol25 entry of this formula, charge and spin) ... 61.1 kJ/mol

Results of the Löwdin charge analysis, in e, for atoms 1 through 4:
1 C -0.110
2 C -0.349
3 N -0.016
4 H 0.021

Formula: C3H12N2O
Source: OMol25
Level of theory: wB97M-V/def2-TZVPD

```
18
C3H12N2O, DFT wB97M-V/def2-TZVPD
C 0.32 2.32 0.15
N -0.30 0.97 0.06
C -0.13 0.07 1.17
C -0.87 -1.34 1.06
N -0.79 -2.12 -0.13
H -0.05 2.85 1.04
H 1.33 2.24 0.15
H -0.01 2.96 -0.62
H -1.28 1.00 -0.20
H -0.50 0.58 2.04
H 1.00 -0.14 1.34
H -1.90 -1.06 1.29
H -0.34 -1.94 1.74
H -1.17 -1.95 -1.09
H 0.03 -2.72 -0.18
O 1.39 0.02 -2.03
H 1.31 0.22 -1.09
H 2.17 -0.54 -2.06
```

SMILES ... CNCCN.O
Relative energy (zero: lowest compared OMol25 entry of this formula, charge and spin) ... 127.7 kJ/mol

Results of the Löwdin charge analysis, in e, for atoms 1 through 4:
1 C -0.096
2 N -0.164
3 C -0.251
4 C -0.274

Formula: C3H12N2O
Source: OMol25
Level of theory: wB97M-V/def2-TZVPD

```
18
C3H12N2O, DFT wB97M-V/def2-TZVPD
C 0.17 -0.01 -1.68
C -0.39 0.27 -0.29
N 0.36 -0.65 0.65
C -1.98 -0.04 -0.27
N -2.50 0.23 1.07
H -0.35 0.52 -2.50
H 1.29 0.03 -1.75
H -0.05 -1.09 -1.90
H -0.17 1.30 0.03
H 0.37 -1.62 0.27
H 1.41 -0.53 0.72
H -2.15 -1.05 -0.67
H -2.45 0.70 -1.03
H -2.45 1.25 1.30
H -1.88 -0.17 1.77
O 3.36 0.16 0.55
H 3.72 1.01 0.85
H 4.02 -0.05 -0.09
```

SMILES ... C[C@H](N)CN.O
Relative energy (zero: lowest compared OMol25 entry of this formula, charge and spin) ... 60.5 kJ/mol

Results of the Löwdin charge analysis, in e, for atoms 1 through 4:
1 C -0.120
2 C -0.429
3 N -0.009
4 C -0.251

Formula: C3H12N2O
Source: OMol25
Level of theory: wB97M-V/def2-TZVPD

```
18
C3H12N2O, DFT wB97M-V/def2-TZVPD
N 0.08 -1.13 1.83
C 0.71 -0.11 0.99
C -0.31 0.53 0.05
C 0.38 1.46 -0.95
N -0.65 2.27 -1.62
H -0.70 -0.76 2.34
H 0.76 -1.55 2.44
H 1.47 -0.60 0.40
H 1.17 0.67 1.60
H -0.79 -0.30 -0.47
H -1.01 1.16 0.59
H 0.97 0.91 -1.69
H 1.01 2.14 -0.40
H -0.25 2.80 -2.40
H -1.30 1.63 -2.09
O -0.37 -2.90 -0.54
H -0.60 -2.41 0.27
H -0.59 -3.81 -0.36
```

SMILES ... NCCCN.O
Relative energy (zero: lowest compared OMol25 entry of this formula, charge and spin) ... 0.0 kJ/mol

Results of the Löwdin charge analysis, in e, for atoms 1 through 4:
1 N -0.020
2 C -0.297
3 C -0.207
4 C -0.296

Formula: C3H12N2O
Source: OMol25
Level of theory: wB97M-V/def2-TZVPD

```
18
C3H12N2O, DFT wB97M-V/def2-TZVPD
C 0.19 -1.35 1.05
C 0.84 -1.28 -0.32
O -0.04 -0.76 -1.29
N 2.08 -0.54 -0.22
N 1.85 0.83 0.14
H 0.84 -1.88 1.74
H -0.76 -1.87 0.98
H 0.04 -0.34 1.43
H 1.11 -2.28 -0.68
H -0.42 0.06 -0.94
H 2.61 -0.62 -1.10
H 1.69 1.42 -0.68
H 2.67 1.17 0.63
C -2.54 1.49 -0.15
H -1.85 2.19 -0.59
H -3.48 1.98 0.04
H -2.70 0.66 -0.82
H -2.13 1.12 0.79
```

SMILES ... C[C@@H](O)NN.C
Relative energy (zero: lowest compared OMol25 entry of this formula, charge and spin) ... 86.9 kJ/mol

Results of the Löwdin charge analysis, in e, for atoms 1 through 4:
1 C -0.052
2 C -0.486
3 O -0.037
4 N -0.104

Formula: C3H12N2O
Source: OMol25
Level of theory: wB97M-V/def2-TZVPD

```
18
C3H12N2O, DFT wB97M-V/def2-TZVPD
C -3.55 -0.69 -1.68
C -3.07 -0.44 -0.46
H -2.95 -0.56 -2.55
H -4.53 -0.98 -1.66
H -2.22 0.25 -0.40
H -3.51 -0.69 0.50
N 0.93 0.65 2.08
C -0.05 0.20 1.12
O 0.79 -0.14 -0.01
H 1.22 -0.19 2.58
H 1.58 1.20 1.60
H -0.61 1.19 0.82
H -0.56 -0.71 1.53
H 0.30 -0.14 -0.82
N 3.86 0.18 -1.07
H 4.48 0.89 -1.16
H 2.95 0.69 -1.24
H 4.00 -0.06 -0.10
```

SMILES ... C=C.NCO.N
Relative energy (zero: lowest compared OMol25 entry of this formula, charge and spin) ... 233.5 kJ/mol

Results of the Löwdin charge analysis, in e, for atoms 1 through 4:
1 C -0.048
2 C -0.068
3 H 0.047
4 H 0.010

Formula: C3H12N2O
Source: OMol25
Level of theory: wB97M-V/def2-TZVPD

```
18
C3H12N2O, DFT wB97M-V/def2-TZVPD
N -2.44 0.79 -0.81
C -1.28 0.00 -0.33
C -0.05 0.89 -0.62
C 1.32 0.22 -0.33
N 2.31 1.10 -0.98
H -2.43 1.67 -0.29
H -3.28 0.30 -0.49
H -1.29 -0.23 0.74
H -1.22 -0.95 -0.87
H -0.13 1.86 -0.14
H -0.07 1.08 -1.70
H 1.60 0.07 0.71
H 1.31 -0.80 -0.72
H 1.98 1.50 -1.83
H 3.21 0.64 -1.12
O 0.10 -2.55 2.50
H 0.97 -2.19 2.51
H -0.44 -2.38 3.26
```

SMILES ... NCCCN.O
Relative energy (zero: lowest compared OMol25 entry of this formula, charge and spin) ... 48.1 kJ/mol

Results of the Löwdin charge analysis, in e, for atoms 1 through 4:
1 N -0.024
2 C -0.288
3 C -0.213
4 C -0.287

Formula: C3H12N2O2
Source: OMol25
Level of theory: wB97M-V/def2-TZVPD

```
19
C3H12N2O2, DFT wB97M-V/def2-TZVPD
C -0.95 -1.39 -1.21
C -0.02 -0.41 -0.54
N -0.73 0.73 0.01
C -0.19 1.31 1.02
N 1.15 1.30 1.29
H -1.59 -0.96 -1.99
H -1.67 -1.83 -0.51
H -0.38 -2.16 -1.73
H 0.71 -0.14 -1.32
H 0.52 -1.02 0.19
H -0.83 1.80 1.75
H 1.76 1.42 0.51
H 1.47 1.85 2.08
O 3.78 -0.30 -0.15
H 3.74 -1.07 -0.73
H 2.95 0.15 -0.31
O -3.33 -0.07 0.55
H -2.41 0.19 0.36
H -3.98 0.60 0.72
```

SMILES ... CC/N=C\N.O.O
Relative energy (zero: lowest compared OMol25 entry of this formula, charge and spin) ... 136.9 kJ/mol

Results of the Löwdin charge analysis, in e, for atoms 1 through 4:
1 C -0.117
2 C -0.316
3 N -0.007
4 C -0.263

Formula: C3H12N2O2
Source: OMol25
Level of theory: wB97M-V/def2-TZVPD

```
19
C3H12N2O2, DFT wB97M-V/def2-TZVPD
H -2.75 -0.96 1.00
N -2.11 -0.20 0.75
C -1.41 -0.62 -0.24
N -0.17 -0.12 -0.55
C 0.18 0.16 -1.96
C 1.35 1.16 -1.92
H -1.71 -1.35 -1.00
H 0.13 0.54 0.15
H 0.60 -0.76 -2.37
H -0.72 0.52 -2.45
H 1.51 1.67 -2.87
H 1.13 1.95 -1.22
H 2.30 0.69 -1.69
O -0.16 1.15 2.41
H -0.61 0.76 3.16
H -0.87 0.98 1.76
O 1.87 -1.57 0.91
H 2.02 -1.15 1.77
H 0.92 -1.73 0.84
```

SMILES ... [H]/N=C/NCC.O.O
Relative energy (zero: lowest compared OMol25 entry of this formula, charge and spin) ... 112.5 kJ/mol

Results of the Löwdin charge analysis, in e, for atoms 1 through 4:
1 H 0.049
2 N 0.060
3 C -0.318
4 N -0.042